1.
{"formula": "H3N3O2", "method": "ωB97M-V with the def2-TZVPD basis set", "symbols": ["N", "N", "N", "O", "O", "H", "H", "H"], "positions_angstrom": [[0.33634, -0.22472, -1.17150], [-0.86471, -0.09231, -0.60827], [-0.12490, 0.04257, 1.20263], [1.07848, -0.07942, 1.14864], [-0.91507, 0.15579, 2.08822], [1.09972, 0.47193, -0.86197], [0.64709, -1.14973, -1.03851], [-1.25694, 0.87589, -0.75923]], "forces_ev_per_a": [[0.4, 2.4, -0.7], [1.3, 0.8, 1.4], [-1.4, 0.2, -2.1], [-1.1, 0.1, 1.1], [0.9, -0.1, 0.6], [-1.6, -1.4, -0.8], [0.6, -1.1, 0.0], [0.9, -1.0, 0.5]], "total_charge": 0, "gap_ha": [0.3474, 0.3474], "fmax_ev_per_a": 2.53, "relative_energy_kcal_mol": 27.6, "energy_ev": -8608.672}



2.
{"formula": "C24H42F6O12", "method": "ωB97M-V with the def2-TZVPD basis set", "symbols": ["C", "O", "C", "C", "O", "C", "H", "H", "H", "H", "H", "H", "H", "H", "H", "H", "C", "O", "C", "C", "O", "C", "H", "H", "H", "H", "H", "H", "H", "H", "H", "H", "O", "C", "O", "C", "C", "C", "H", "H", "H", "H", "H", "H", "O", "C", "O", "C", "C", "C", "H", "H", "H", "H", "H", "H", "C", "C", "O", "C", "O", "C", "F", "F", "F", "H", "H", "H", "H", "H", "C", "C", "O", "C", "O", "C", "F", "F", "F", "H", "H", "H", "H", "H"], "positions_angstrom": [[3.04493, -1.62555, 1.78694], [2.90767, -0.28913, 1.44615], [3.73122, 0.13539, 0.37242], [3.18273, 1.49724, -0.10392], [1.92114, 1.24084, -0.81674], [1.53784, 2.19811, -1.75682], [3.05932, -2.30924, 0.93815], [2.41519, -1.90213, 2.63255], [4.07020, -1.77521, 2.12532], [3.72298, -0.57046, -0.45812], [4.78820, 0.21991, 0.62491], [3.77061, 2.02478, -0.85505], [3.00534, 2.14472, 0.75480], [1.15476, 3.02156, -1.15408], [0.65559, 1.90797, -2.32738], [2.30157, 2.51728, -2.46601], [1.73631, -3.90859, -1.70961], [0.56633, -3.18194, -1.80344], [-0.45863, -3.59656, -0.88266], [-1.81602, -3.03639, -1.34913], [-1.78508, -1.57448, -1.22885], [-2.97606, -0.91797, -1.47422], [2.27289, -3.67467, -0.79011], [2.43089, -3.74284, -2.53312], [1.48604, -4.96622, -1.62667], [-0.23070, -3.07547, 0.04719], [-0.54208, -4.67795, -0.77437], [-2.65264, -3.47329, -0.80390], [-1.93149, -3.22993, -2.41559], [-3.78489, -1.44759, -0.97082], [-3.17484, -1.00270, -2.54258], [-2.92886, 0.13068, -1.18060], [-1.02447, -3.53911, 2.81457], [-1.55884, -2.49592, 2.49205], [-1.58482, -2.12185, 1.22771], [-2.37643, -0.93015, 1.02831], [-3.22105, -0.78022, 2.25787], [-2.37588, -1.51348, 3.33791], [-2.93455, -0.94167, 0.09211], [-1.64358, -0.12596, 0.96264], [-4.19680, -1.25810, 2.17044], [-3.51439, 0.24084, 2.50171], [-3.10858, -2.06411, 3.92787], [-1.81476, -0.80504, 3.94731], [0.49618, -0.80249, 3.26320], [0.47144, -0.64229, 2.04428], [0.67393, -1.65147, 1.18579], [0.61233, -1.19023, -0.19186], [-0.08983, 0.17420, -0.18048], [0.28904, 0.62567, 1.21912], [0.15175, -1.89342, -0.88576], [1.63693, -0.96098, -0.48466], [-1.13082, -0.08954, -0.36726], [0.35158, 0.83534, -0.92624], [-0.44970, 1.33058, 1.60051], [1.25708, 1.12474, 1.17529], [0.23536, 2.42530, 3.73448], [0.74417, 3.80416, 3.23218], [-0.00100, 4.41512, 2.15358], [-0.04269, 3.85108, 0.88273], [0.71021, 2.97831, 0.47957], [-1.11828, 4.42860, 0.00488], [-1.91948, 3.47364, -0.45658], [-1.78727, 5.33882, 0.65723], [-0.52847, 5.01800, -1.04067], [0.48581, 1.68320, 2.97642], [-0.85070, 2.41599, 3.82669], [0.73356, 2.13737, 4.66021], [1.78324, 3.64713, 2.94271], [0.76294, 4.55810, 4.01914], [0.98789, -1.04952, -2.61650], [0.51927, -0.17330, -3.72460], [-0.08158, 0.95013, -3.16660], [-1.41325, 1.01885, -3.13590], [-2.13374, 0.16147, -3.63292], [-1.95059, 2.17800, -2.37603], [-2.26600, 3.20146, -3.21086], [-3.01498, 1.81109, -1.69655], [-1.00933, 2.67873, -1.50640], [1.68987, -0.52358, -1.96940], [1.53211, -1.84686, -3.12263], [0.22116, -1.63249, -2.10623], [-0.08827, -0.69952, -4.46086], [1.40379, 0.16519, -4.26419]], "forces_ev_per_a": [[2.6, -1.0, 0.8], [0.3, 0.8, -0.6], [-0.4, 0.9, -0.3], [-1.0, -0.7, -1.3], [4.1, -0.1, 0.2], [0.4, 2.4, 0.2], [-1.0, 0.0, -0.2], [-0.1, 0.1, -0.5], [0.5, 0.1, 0.5], [-0.3, -0.2, -0.2], [0.2, 0.1, 0.6], [0.8, -0.2, 0.4], [0.0, 0.1, 0.0], [1.0, 0.5, -1.3], [2.2, 0.4, 1.3], [0.6, -0.2, 0.1], [0.7, -1.1, 1.0], [-1.5, -4.1, -0.6], [-0.7, 0.1, 0.0], [0.7, 1.1, -0.8], [0.6, -2.2, -0.8], [-1.5, -1.5, -2.9], [0.2, 0.2, 0.3], [-0.4, 0.2, -0.2], [0.2, -0.3, -0.3], [-0.3, -1.5, 0.2], [0.2, -0.1, -0.1], [0.1, 0.1, 0.3], [-0.2, -0.3, -0.2], [-0.6, 0.1, -0.2], [-0.5, 0.2, 0.3], [0.0, -1.0, -0.1], [-0.6, 1.2, -0.1], [0.1, -1.4, 1.6], [-2.1, 0.1, -0.7], [-0.3, 0.8, 1.6], [-0.3, -0.3, 0.8], [-1.5, 0.2, -0.4], [0.4, -0.3, 3.2], [-1.3, -0.3, 0.8], [0.0, -0.5, -0.2], [0.6, 0.2, 0.0], [0.6, -0.2, 0.5], [0.3, -0.5, -0.1], [0.0, 0.4, -2.0], [0.1, 0.1, 0.6], [0.1, 0.5, 0.0], [0.6, 1.7, 1.2], [0.4, -1.1, -0.3], [-1.1, 0.0, -0.1], [1.1, 1.7, 3.1], [-0.1, -0.8, 0.6], [1.1, 1.2, -0.2], [-1.6, -1.1, 0.8], [0.1, -0.5, 0.2], [-0.6, -0.3, 0.3], [0.1, 0.7, -1.1], [0.7, -0.9, 0.5], [-0.9, -0.8, -2.0], [2.8, -1.6, 2.7], [-2.0, 2.9, 2.2], [-0.1, 0.4, 0.0], [-7.8, 8.1, 10.5], [-1.1, 0.9, 0.4], [0.1, 0.3, -0.4], [0.1, 0.4, 0.9], [0.0, 0.1, 0.3], [-0.1, 0.2, 0.0], [0.1, 0.2, -0.3], [-0.3, 0.0, -0.2], [0.5, 0.2, -2.3], [1.5, -1.3, -1.0], [-3.9, 0.5, -1.6], [0.2, -3.9, -2.2], [1.1, 2.5, 0.1], [1.6, 2.2, 0.3], [-0.1, -0.7, 0.4], [-0.7, 1.0, -0.1], [5.7, -8.5, -11.2], [-0.4, 0.0, -0.7], [0.3, 0.1, -0.2], [0.5, 2.5, -2.1], [-0.4, 0.2, 0.3], [-0.1, 0.5, -0.1]], "total_charge": 0, "gap_ha": 0.3594, "smiles": "CCOC(=O)C(F)(F)F.CCOC(=O)C(F)(F)F.O=C1CCCO1.O=C1CCCO1.COCCOC.COCCOC", "fmax_ev_per_a": 15.40, "energy_ev": -66427.102}



3.
{"formula": "C17H14F3N3O5S", "method": "ωB97M-V with the def2-TZVPD basis set", "symbols": ["C", "H", "O", "C", "C", "C", "C", "C", "C", "H", "H", "N", "C", "O", "C", "N", "C", "O", "H", "N", "H", "S", "O", "O", "C", "C", "C", "C", "C", "C", "H", "H", "H", "H", "H", "C", "F", "F", "F", "H", "H", "H", "H"], "positions_angstrom": [[6.14411, 0.52677, 0.06442], [7.19385, 0.24345, 0.00787], [5.47687, -0.30535, -0.85577], [4.13743, -0.16312, -1.01347], [3.34333, 0.73926, -0.30992], [1.98286, 0.80031, -0.55506], [1.41266, -0.03747, -1.49674], [2.19115, -0.94106, -2.20580], [3.54587, -1.00178, -1.96262], [4.17714, -1.69223, -2.49839], [1.73524, -1.58572, -2.94071], [0.00837, 0.04351, -1.74326], [-0.92703, -0.45744, -0.90658], [-0.77860, -1.14688, 0.06374], [-2.30083, -0.01080, -1.48010], [-1.89576, 0.79599, -2.59551], [-0.53508, 0.89024, -2.72443], [0.07620, 1.52464, -3.52779], [-2.51704, 1.39528, -3.11447], [-3.07776, 0.61545, -0.46584], [-3.94991, 1.02414, -0.76812], [-2.27625, 1.56268, 0.70288], [-3.18426, 2.62866, 0.99061], [-0.97393, 1.87817, 0.19044], [-2.15871, 0.45632, 2.08633], [-3.33107, -0.04683, 2.61275], [-3.26103, -0.92681, 3.67953], [-2.02586, -1.28532, 4.19781], [-0.85914, -0.76546, 3.66063], [-0.92226, 0.11584, 2.59372], [-0.03502, 0.53054, 2.14482], [0.09914, -1.04881, 4.06741], [-1.97346, -1.97543, 5.02660], [-4.16613, -1.33503, 4.10227], [-4.27337, 0.25513, 2.18560], [-3.07020, -1.24983, -1.98973], [-4.18911, -0.88036, -2.63565], [-3.44237, -2.06480, -1.00870], [-2.34518, -1.96155, -2.85729], [1.35207, 1.50097, -0.02953], [3.77139, 1.40264, 0.42434], [6.03984, 1.58314, -0.20135], [5.78185, 0.36894, 1.08505]], "forces_ev_per_a": [[0.1, 0.1, 0.1], [-0.1, 0.1, 0.0], [-0.1, -0.2, -0.2], [-0.3, 0.0, -0.1], [0.3, 0.0, 0.1], [-0.2, -0.2, -0.2], [0.1, 0.0, 0.1], [0.0, 0.1, 0.2], [0.2, 0.1, 0.1], [0.1, -0.1, -0.1], [-0.1, -0.1, -0.1], [0.6, 0.0, -0.2], [-0.2, -0.6, -0.1], [0.0, -0.1, -0.1], [0.2, -0.3, -0.3], [-0.3, 0.0, 0.0], [-0.3, -0.2, 0.0], [0.3, 0.3, -0.2], [0.1, 0.0, 0.0], [0.4, 0.6, 0.9], [-0.1, 0.2, 0.1], [-0.7, -0.1, -0.5], [-0.2, -0.2, 0.2], [0.1, -0.2, 0.3], [0.1, 0.4, -0.3], [-0.1, 0.0, 0.1], [-0.1, 0.1, -0.1], [0.1, 0.0, 0.0], [0.0, 0.1, 0.0], [0.1, 0.1, 0.0], [0.2, 0.0, 0.0], [0.1, 0.0, 0.0], [0.0, -0.1, 0.1], [-0.1, 0.0, 0.0], [-0.2, 0.0, 0.0], [-0.1, -0.4, 0.0], [-0.2, 0.4, -0.1], [0.1, 0.1, 0.2], [0.3, 0.1, 0.0], [0.0, 0.1, 0.1], [0.1, 0.0, 0.1], [0.0, 0.0, 0.0], [0.0, 0.0, 0.0]], "total_charge": 0, "gap_ha": 0.3416, "smiles": "COc1ccc(N2C(=O)N[C@@](NS(=O)(=O)c3ccccc3)(C(F)(F)F)C2=O)cc1", "fmax_ev_per_a": 1.10, "energy_ev": -51552.689}



4.
{"formula": "CH12NO4", "method": "ωB97M-V with the def2-TZVPD basis set", "symbols": ["C", "N", "H", "H", "H", "H", "H", "H", "O", "H", "H", "O", "H", "H", "O", "H", "H", "O"], "positions_angstrom": [[-1.21274, -1.46975, -1.38422], [-1.47995, -0.36564, -0.75827], [-1.76056, -1.69640, -2.30295], [-0.58780, -2.30976, -1.07360], [-0.86807, -0.15354, 0.08439], [-1.96297, 0.48266, -1.21373], [-3.88128, 2.75548, -0.65737], [-2.96434, 2.94001, -1.65537], [-3.40137, 2.25015, -1.25423], [1.51763, -3.14397, -1.28725], [1.89561, -1.97319, -2.32265], [1.12689, -2.34612, -1.71739], [1.65831, 0.48785, 0.44633], [0.54937, 0.43702, 1.55730], [0.74041, 0.27464, 0.55482], [4.16704, 0.41089, 4.21789], [3.50518, 1.57541, 4.96949], [3.58006, 1.26702, 4.02315]], "forces_ev_per_a": [[-2.1, 0.4, 0.0], [1.4, 0.3, -0.5], [0.2, 0.5, 0.0], [-0.5, 1.0, 0.7], [-1.1, -0.2, -1.5], [0.3, -1.7, 0.9], [-2.0, 0.8, 2.3], [2.0, 2.2, -2.2], [0.3, -3.2, -0.1], [-0.2, 0.8, -0.6], [-2.3, -1.3, 1.8], [3.5, 0.3, -1.5], [0.7, 0.2, -0.3], [0.6, -0.4, -2.7], [-1.1, 0.3, 3.5], [-0.7, 1.0, -1.0], [-0.5, 0.9, 0.3], [1.3, -1.9, 0.9]], "total_charge": 2, "multiplicity": 2, "gap_ha": [0.3142, 0.0544], "fmax_ev_per_a": 3.86, "relative_energy_kcal_mol": 36.1, "energy_ev": -10889.247}